(1)
88
Properties=species:S:1:pos:R:3:forces:R:3:lowdin_charge:R:1 method="wB97M-V/def2-TZVPD" spin_multiplicity=1 total_energy_ev=-65879.2626 orbital_gap_ev="4.342 / 4.411" e_homo_ev="-9.99 / -9.99" e_above_lowest_kj_mol=0.00 total_charge=+1
Tl -0.730287 -0.296654 -2.926453 -1.2 -0.9 3.4 1.0085
C -2.658932 1.825754 -0.075540 -0.2 0.1 -0.3 -0.1250
C -3.148988 0.956450 -1.087408 0.2 0.4 0.0 -0.2165
C -2.816223 -0.291935 0.809111 -0.2 -0.2 0.1 -0.0983
C -2.510304 1.065372 1.114975 0.4 -0.2 0.5 -0.0797
C -3.210084 -0.358573 -0.553192 0.0 -0.2 0.0 -0.1812
C -2.367793 3.265127 -0.236911 0.3 0.3 0.1 0.0045
H -1.984243 3.486565 -1.242233 -0.1 -0.1 0.2 0.0884
H -1.613153 3.593022 0.489718 -0.2 -0.1 -0.2 0.0824
H -3.267208 3.880612 -0.082528 0.1 -0.1 0.0 0.1163
C -2.084315 1.565479 2.432698 -0.4 0.4 -0.1 0.0158
H -2.025449 2.659567 2.440650 0.0 -0.3 0.1 0.0899
H -1.093778 1.151134 2.683380 0.1 -0.3 -0.1 0.0800
H -2.787167 1.243472 3.216512 0.2 0.0 -0.2 0.1168
C -2.763570 -1.426539 1.748867 0.3 -0.3 0.3 0.0193
H -3.730362 -1.577196 2.258399 0.2 0.1 -0.2 0.1207
H -1.993802 -1.256040 2.511863 -0.1 0.0 -0.2 0.0740
H -2.512680 -2.361957 1.230065 -0.1 0.3 0.1 0.0856
C -3.595644 -1.580586 -1.294801 -0.2 -0.4 -0.1 -0.0304
H -4.690450 -1.657539 -1.383072 0.2 0.0 0.0 0.1161
H -3.238794 -2.481227 -0.781609 -0.1 0.2 -0.2 0.0863
H -3.187021 -1.592704 -2.317532 -0.2 0.1 0.3 0.0339
C -3.535276 1.376881 -2.455025 -0.3 0.1 -0.4 -0.0499
H -4.424969 2.030722 -2.420210 0.3 -0.2 -0.1 0.1185
H -3.785271 0.512254 -3.085962 0.0 0.2 0.2 0.0776
H -2.733788 1.951941 -2.951230 -0.3 -0.1 0.2 0.0706
C 1.417271 0.694336 -3.785111 -0.4 1.9 -0.9 -0.1859
C 0.368032 1.541566 -4.086845 2.2 -0.1 -0.2 -0.2315
C -0.222766 1.656222 -5.461501 -0.3 0.5 -0.4 -0.1558
C -1.195778 0.551164 -5.984127 -0.6 0.4 0.0 -0.1590
C -1.202272 -0.787325 -5.314920 1.2 -1.8 -1.0 -0.2314
C -0.100896 -1.577348 -5.058709 -1.4 0.3 -1.5 -0.1859
C 1.299643 -1.295549 -5.518324 0.5 -0.5 0.0 -0.1482
C 2.087660 -0.155648 -4.819663 0.8 -0.3 0.1 -0.1571
H 0.563355 1.785862 -6.221499 0.0 0.0 0.4 0.1301
H -1.003426 0.457114 -7.068997 -0.2 -0.2 0.4 0.1409
H -0.818985 2.581103 -5.466277 0.4 -0.2 -0.2 0.1233
H 2.497826 0.476590 -5.623523 -0.1 0.1 0.4 0.1327
H 1.906398 0.702951 -2.801458 -0.5 0.2 -0.2 0.1171
H 0.033057 2.301782 -3.369955 0.2 -0.5 0.1 0.1132
H 2.949509 -0.624755 -4.321231 -0.2 0.3 -0.3 0.1231
H 1.869530 -2.228638 -5.339919 -0.3 0.5 -0.3 0.1256
H -0.245535 -2.573392 -4.615848 -0.2 0.4 -0.1 0.1206
H 1.350303 -1.109580 -6.607617 -0.4 -0.2 0.4 0.1357
H -2.224839 0.942554 -5.881981 0.4 -0.1 -0.2 0.1181
H -2.211699 -1.199040 -5.154134 0.6 0.0 0.3 0.1199
P 1.756919 2.209648 0.613737 0.4 0.2 0.3 0.7757
C 1.620654 3.169759 2.201327 -0.4 -0.3 -0.2 -0.2951
H 2.512220 3.796943 2.348180 -0.3 -0.2 0.0 0.0429
H 1.515876 2.462702 3.036377 0.0 0.2 -0.2 0.0330
H 0.718975 3.797675 2.158060 0.3 0.0 0.2 0.0199
C 3.420149 1.491189 0.939028 -0.3 -0.4 0.1 -0.2967
H 4.075558 2.248516 1.389802 -0.1 -0.1 -0.2 0.0448
H 3.839330 1.142267 -0.011457 0.1 0.0 0.1 0.0276
H 3.296973 0.623563 1.624304 0.2 0.5 -0.5 0.0055
C 2.288334 3.609164 -0.463615 -0.2 0.1 0.0 -0.3468
H 2.605273 3.197298 -1.429875 0.0 0.2 0.1 0.0123
H 3.110284 4.174217 -0.003198 -0.2 0.0 -0.2 0.0400
H 1.426874 4.269960 -0.628411 0.2 0.0 -0.1 0.0190
P 1.247534 -2.780161 -0.056106 -0.3 0.3 -0.3 0.7903
C 0.035336 -3.954805 -0.810579 0.0 -0.1 0.0 -0.3309
H 0.515392 -4.889739 -1.132049 -0.2 0.1 0.1 0.0417
H -0.429253 -3.466901 -1.680550 0.0 -0.2 0.1 -0.0103
H -0.752864 -4.173439 -0.078569 0.1 0.0 -0.2 0.0268
C 2.679911 -3.171361 -1.141869 0.2 0.1 0.2 -0.3188
H 2.427123 -2.938568 -2.187100 0.1 -0.1 0.2 0.0132
H 2.965708 -4.227795 -1.044156 0.0 0.2 -0.2 0.0421
H 3.510961 -2.523529 -0.832029 -0.1 -0.3 -0.2 0.0374
C 1.698091 -3.691287 1.466200 0.0 0.3 0.0 -0.2905
H 2.117503 -4.683569 1.241786 -0.2 0.2 0.2 0.0472
H 0.781134 -3.773902 2.070305 0.4 -0.1 -0.1 0.0416
H 2.415890 -3.062029 2.017400 -0.2 -0.3 -0.1 0.0295
O 2.629482 -0.711131 2.738764 -1.5 -0.1 0.5 -0.0814
C 1.423544 -0.499634 3.065361 0.9 -0.3 -1.0 -0.6427
O 0.455042 -0.250921 2.284196 0.2 -0.1 0.7 -0.1225
C 1.126963 -0.531664 4.549088 -0.2 0.1 1.4 -0.1007
C -0.199607 -0.518257 5.039435 0.6 0.0 -0.1 -0.0191
C -0.465613 -0.443230 6.400844 0.4 0.0 0.6 0.0092
C 0.608102 -0.388981 7.316512 0.4 0.0 -2.2 -0.1588
C 1.940090 -0.443936 6.852147 -0.7 0.0 0.5 0.0183
C 2.187339 -0.522643 5.489148 -0.5 0.0 -0.4 0.0034
N 0.347546 -0.196511 8.703523 -0.5 0.3 3.2 -0.3229
O -0.841853 -0.112106 9.085341 2.0 -0.2 -0.8 0.0479
O 1.315767 -0.111802 9.492583 -1.7 -0.2 -1.6 0.0564
H -1.039391 -0.551394 4.342901 0.4 0.0 0.1 0.0828
H -1.488068 -0.416664 6.780964 0.4 0.0 -0.1 0.1166
H 2.755726 -0.417981 7.576011 -0.3 0.0 -0.2 0.1216
H 3.218225 -0.562296 5.135342 -0.4 0.0 -0.1 0.1204

(2)
21
Properties=species:S:1:pos:R:3:forces:R:3:lowdin_charge:R:1 method="wB97M-V/def2-TZVPD" spin_multiplicity=1 total_energy_ev=-9968.0019 orbital_gap_ev=10.354 e_homo_ev=-9.41 e_above_lowest_kj_mol=306.10
C -0.221601 0.382502 -0.033337 0.9 -0.1 0.6 -0.5744
C 0.442394 -0.741750 -2.168065 1.1 -0.2 0.4 -0.2123
C 0.836205 -0.234880 0.950812 -0.5 0.7 0.0 -0.1905
C -1.584786 0.560113 0.631137 0.2 0.0 -0.2 -0.0310
C 0.275430 1.717470 -0.589339 -0.1 -0.1 -0.1 -0.0417
C 0.408905 -1.517501 1.647652 0.2 0.0 -0.1 -0.1027
N -0.354440 -0.692550 -0.995519 -0.5 -0.9 -0.8 -0.0108
O -0.837039 -0.286621 -2.336058 -1.0 0.5 0.0 -0.0185
H 0.651609 -1.745282 -2.531740 0.0 0.0 -0.1 0.1178
H 1.251468 -0.024101 -2.310914 -0.1 0.0 0.0 0.1159
H 1.765659 -0.410319 0.403776 0.0 0.1 -0.1 0.1107
H 1.034162 0.546468 1.687597 0.2 0.0 0.1 0.1142
H -2.256003 1.073261 -0.058627 0.0 0.0 0.0 0.0878
H -1.492942 1.144458 1.546138 0.0 0.1 0.0 0.0884
H -2.015275 -0.410432 0.862574 -0.1 0.0 0.1 0.0804
H -0.324052 1.991286 -1.467812 0.2 0.0 0.2 0.0895
H 0.161446 2.490584 0.176574 0.0 -0.1 -0.1 0.0889
H 1.329593 1.671226 -0.878332 -0.1 0.1 0.1 0.0772
H -0.405055 -1.336556 2.344373 -0.1 0.0 0.1 0.0670
H 0.084203 -2.246168 0.906433 0.0 -0.1 0.1 0.0711
H 1.250117 -1.931207 2.212679 -0.1 0.0 -0.1 0.0730

(3)
14
Properties=species:S:1:pos:R:3:forces:R:3:lowdin_charge:R:1 method="wB97M-V/def2-TZVPD" spin_multiplicity=1 total_energy_ev=-7349.3327 orbital_gap_ev=5.125 e_homo_ev=-1.76 e_above_lowest_kj_mol=269.76 total_charge=-1
C 1.748643 2.622596 1.361485 -4.1 2.2 -1.7 -0.4335
O 0.327397 2.340718 1.668045 3.5 0.2 -0.3 -0.5596
H 2.222305 2.002069 0.613935 0.6 -1.4 0.3 -0.0059
H 2.400095 3.018932 2.123362 0.5 -0.7 1.1 -0.0020
H 1.822606 3.563568 0.674832 -0.5 -0.3 0.5 0.0200
C -0.864304 -1.156295 -1.257904 -2.8 -0.2 -1.7 -0.2752
O -2.129145 -1.844802 -1.673133 -0.2 3.8 0.0 -0.1293
C -0.592700 -1.496306 0.175423 -1.3 0.4 0.2 -0.1048
H -1.136139 -0.076950 -1.389540 0.7 -0.9 -0.1 0.1244
H -0.148327 -1.531948 -2.057674 -0.1 0.8 1.5 0.1209
H -2.016659 -2.749467 -1.680836 0.7 -2.9 0.1 0.0020
H -0.733694 -2.584489 0.175613 0.8 0.1 0.7 0.0651
H -1.278173 -1.033404 0.985773 1.0 -0.5 -1.8 0.1183
H 0.378095 -1.074220 0.280618 1.2 -0.3 1.1 0.0599

(4)
17
Properties=species:S:1:pos:R:3:forces:R:3:lowdin_charge:R:1 method="wB97M-V/def2-TZVPD" spin_multiplicity=1 total_energy_ev=-9439.1060 orbital_gap_ev=9.461 e_homo_ev=-8.56 e_above_lowest_kj_mol=379.86
C -0.821023 -1.898165 -2.070915 0.0 -0.1 -0.3 -0.0663
O -0.643964 -1.555272 -0.690003 -0.2 0.4 0.2 -0.1408
C -1.256021 -0.471023 -0.289222 0.3 -0.4 0.2 -0.0475
C -0.887288 -0.244482 1.157562 -0.1 0.0 -0.1 -0.2209
C -0.081606 1.063359 1.230159 0.0 0.1 0.0 -0.2052
C 1.338230 0.884094 0.699575 -0.2 -0.4 0.1 -0.2858
O 2.068800 2.093324 0.675307 -0.1 0.2 -0.2 -0.0665
H 0.148229 -1.807230 -2.565123 -0.1 0.0 0.0 0.0890
H -1.549558 -1.218842 -2.515261 0.1 -0.1 0.0 0.0795
H -1.162397 -2.933289 -2.114298 0.0 0.1 0.0 0.0882
H -0.599975 1.821592 0.628014 0.1 -0.1 0.1 0.1107
H -1.826264 -0.108917 1.708663 0.1 0.0 -0.1 0.1110
H -0.327656 -1.077663 1.609738 -0.1 0.1 -0.1 0.1129
H -0.037839 1.435182 2.258947 0.0 -0.1 -0.1 0.1161
H 1.897546 0.208124 1.355548 -0.1 0.1 -0.1 0.1252
H 1.311369 0.413862 -0.297762 0.0 0.1 0.1 0.1138
H 1.617605 2.690111 0.065414 0.1 0.0 0.1 0.0867

(5)
83
Properties=species:S:1:pos:R:3:forces:R:3:lowdin_charge:R:1 method="wB97M-V/def2-TZVPD" spin_multiplicity=2 total_energy_ev=-116022.6380 orbital_gap_ev="7.572 / 6.930" e_homo_ev="-11.17 / -10.62" e_above_lowest_kj_mol=106.27 s_squared=1.0770 total_charge=+1
V -0.663408 0.428687 0.489725 0.3 0.0 0.5 0.7039
C -3.628407 -1.406175 -2.418864 -0.9 0.3 0.6 0.0011
O -3.850651 -1.937134 -1.037011 0.7 0.5 -0.5 0.0543
C -2.815979 -1.471520 -0.361315 0.1 0.4 0.6 -0.3293
N -1.868200 -0.812900 -0.934161 -0.5 -0.3 -0.2 0.1267
C -2.161043 -0.948629 -2.388537 -1.1 0.0 0.0 -0.2501
C -1.326169 -1.959353 -3.064248 2.0 0.4 -0.4 -0.2132
C -0.405647 -1.498976 -4.021141 -0.2 -2.0 0.0 0.0053
C 0.441761 -2.453957 -4.641882 0.6 0.2 0.2 -0.0560
C 0.481214 -3.768559 -4.189763 -1.2 -0.4 0.8 -0.0630
C -0.469885 -4.185771 -3.212171 0.6 1.5 -1.2 -0.0566
C -1.380396 -3.297105 -2.667712 -0.2 0.1 -0.4 -0.0320
C -2.736226 -1.662194 1.085366 -0.6 -1.7 1.3 -0.1547
C -3.408530 -2.663550 1.808985 1.4 1.3 0.3 0.0851
C -3.144548 -2.767677 3.214888 -1.3 -1.7 -2.4 -0.0168
C -2.175225 -2.054488 3.786727 2.0 3.3 -0.8 0.0598
C -1.522491 -1.052545 2.950220 -0.4 -1.7 0.5 -0.0978
N -1.781370 -0.913569 1.654819 -0.4 -0.1 0.8 0.0800
C -0.347939 -0.277930 3.360185 1.6 -0.1 -0.4 -0.3294
N 0.470677 0.227891 2.477144 -2.7 -0.6 0.2 0.0842
C 1.450316 0.930125 3.238065 2.2 1.0 0.2 -0.2468
C 1.001386 0.863553 4.720396 -0.5 -1.0 -1.2 -0.0001
O -0.004522 -0.219008 4.638995 -0.3 0.4 0.0 0.0622
C 2.759933 0.188944 3.180403 0.2 0.9 -0.2 -0.2299
C 2.789430 -1.180889 3.027889 -1.0 0.7 0.6 -0.0477
C 3.946616 -1.859846 3.217371 1.7 -1.1 0.3 -0.0629
C 5.136736 -1.203212 3.514456 -2.5 1.6 -1.0 -0.0476
C 5.096886 0.182816 3.547284 1.1 0.2 0.5 -0.0690
C 3.929363 0.885348 3.430813 -0.4 0.1 -0.3 -0.0552
H -3.818564 -2.266103 -3.089257 -0.1 0.9 0.2 0.1464
H -4.320710 -0.526446 -2.531778 0.4 -1.1 -0.1 0.1527
H -2.081363 0.015248 -2.853352 0.3 0.3 -0.3 0.1055
H -0.450039 -0.458979 -4.287465 0.3 0.2 -0.3 0.0934
H 1.151107 -2.218202 -5.442072 -0.4 0.4 0.3 0.1089
H 1.149676 -4.562187 -4.582238 -0.4 1.0 0.1 0.1185
H -0.499785 -5.211409 -3.038653 -0.2 -1.6 0.7 0.0830
H -2.234122 -3.588834 -2.035937 0.8 -0.3 -0.1 0.1240
H -3.927849 -3.412349 1.241781 -0.7 0.0 0.2 0.1253
H -3.632198 -3.566053 3.739913 -0.2 -0.2 0.3 0.1213
H -1.849522 -2.153406 4.805341 -0.1 0.0 0.2 0.1314
H 1.585898 1.996971 2.876675 -0.3 -1.2 0.5 0.1743
H 1.742922 0.621741 5.470104 0.1 -0.2 -0.2 0.1461
H 0.463364 1.731228 4.930820 -0.8 1.3 0.8 0.0923
H 1.836727 -1.661454 2.951071 -0.2 -0.6 -0.4 0.1084
H 3.996503 -2.934618 3.180228 -0.3 -0.3 -0.1 0.1093
H 6.011625 -1.722908 3.602210 2.1 -1.2 0.4 0.0792
H 5.980336 0.776294 3.720179 0.4 -0.2 0.0 0.1098
H 3.947065 1.972012 3.493480 -0.1 -0.2 0.0 0.1286
C 1.532484 -1.166509 -0.596836 2.3 0.7 1.1 -0.1659
Si 1.531639 0.753898 -0.731383 -0.8 -0.6 -0.8 0.5651
C 3.014132 1.432960 0.132090 -0.3 0.3 0.7 -0.1676
C 1.423934 1.171021 -2.547049 1.2 1.2 -0.6 -0.3217
C 2.378221 0.970351 -3.564114 -1.6 -1.0 0.3 -0.0657
C 1.999032 1.241635 -4.868902 -0.6 1.3 0.7 -0.0856
C 0.882719 2.024518 -5.209082 -1.1 -0.7 0.7 -0.0540
C -0.017439 2.343702 -4.166311 0.5 0.1 -0.9 -0.0887
C 0.298107 1.932996 -2.868913 -1.1 0.3 0.9 -0.3289
Si -0.630026 2.369890 -1.263007 0.6 -0.4 -0.5 0.5804
C -2.476535 2.236964 -1.500316 -1.0 0.5 0.6 -0.2100
C -0.259449 4.082318 -0.613364 0.0 -0.4 -1.1 -0.1744
H 1.039286 -1.837980 -1.249517 -0.6 -0.3 -1.0 0.0002
H 1.287369 -1.465947 0.415106 -0.1 -0.3 0.5 -0.0061
H 2.685934 -1.370645 -0.643356 -1.9 0.3 0.0 0.0952
H 2.666299 2.249214 0.789752 0.3 -0.3 -0.1 0.0374
H 3.669876 1.873689 -0.600253 0.4 0.1 -0.3 0.0385
H 3.543013 0.683473 0.733730 -0.1 0.3 -0.2 0.0353
H 3.245187 0.356726 -3.390497 0.4 0.0 0.0 0.1065
H 2.582090 0.800330 -5.598510 1.2 -0.4 -1.7 0.0811
H 0.594286 2.237441 -6.255679 0.5 -0.2 0.7 0.1161
H -0.977894 2.850531 -4.395975 0.8 -0.2 0.2 0.1166
H -2.917800 3.223610 -1.736871 0.3 0.0 0.7 0.0529
H -2.988300 1.815094 -0.593934 0.2 0.4 -1.0 0.0199
H -2.759673 1.740901 -2.409754 0.0 -0.9 -0.2 0.0061
H -0.406518 4.750729 -1.482681 -0.9 0.1 0.6 0.0551
H 0.781844 4.254722 -0.490005 1.1 -0.2 0.7 0.0140
H -0.820339 4.244144 0.305094 -0.1 0.5 -0.3 0.0067
Cl -4.466106 1.376290 2.227693 0.2 0.1 0.1 0.6255
C -3.361849 2.721354 2.674233 -0.5 0.1 -2.0 -0.8447
Cl -3.495761 4.030059 1.370249 -0.1 -0.8 1.5 0.6132
C -1.957393 2.191035 2.676657 1.1 -0.3 1.2 -0.7375
O -1.296575 2.071117 3.708135 -1.2 0.6 0.0 0.0722
O -1.546272 1.856245 1.541540 0.6 -0.5 -2.5 -0.2086
H -3.642267 3.011196 3.644019 -0.5 1.0 0.9 0.0584